Below is a molecular structure, C23H27N9O7SSc, with properties calculated with wB97M-V/def2-TZVPD.

The geometry in XYZ format:
```
68
Properties=species:S:1:pos:R:3
Sc 0.1529 0.0937 0.3213
C -0.0207 0.9084 4.9393
O 0.4307 2.0323 4.1336
C 0.4927 1.8647 2.8495
O 0.1606 0.8016 2.2773
N 0.9388 2.9389 2.1852
N 1.1774 2.8054 0.8149
H 0.0116 1.2664 5.9599
H 0.6540 0.0681 4.8080
H -1.0320 0.6328 4.6567
H 1.3168 3.7118 2.7157
H 2.1773 2.8336 0.6369
H 0.7398 3.5708 0.3180
O -1.5548 -0.9223 0.5055
N -1.5295 -2.2238 0.4651
N -0.3717 -2.6715 0.3118
O 0.6603 -1.8415 0.2178
C -0.1319 -4.0967 0.2090
C -1.2034 -4.9754 0.1222
C -0.9349 -6.3289 0.0396
C 0.3776 -6.7881 0.0419
C 1.4311 -5.8902 0.1263
C 1.1825 -4.5295 0.2105
H -2.2185 -4.6052 0.1199
H -1.7550 -7.0308 -0.0292
H 0.5765 -7.8497 -0.0231
H 2.4515 -6.2486 0.1298
H 1.9893 -3.8150 0.2807
N -1.1034 1.6111 -0.5923
C -2.1132 2.1813 -0.4709
N -3.2279 2.8138 -0.3370
C -4.3442 2.6554 -1.2993
C -4.5955 3.9860 -2.0283
C -4.0374 5.1700 -1.2272
C -4.2698 4.9618 0.2686
C -3.4441 3.7713 0.7767
H -5.2149 2.3473 -0.7209
H -4.0999 1.8468 -1.9826
H -5.6722 4.1028 -2.1560
H -4.1536 3.9652 -3.0243
H -4.5034 6.0951 -1.5607
H -2.9649 5.2747 -1.4139
H -5.3307 4.7856 0.4546
H -3.9905 5.8482 0.8353
H -3.9501 3.2492 1.5892
H -2.4670 4.0939 1.1341
O 7.6108 1.8008 2.9345
S 8.6841 1.9150 1.9623
O 9.9929 1.5638 2.4474
O 8.6047 3.0946 1.1132
C 8.2453 0.6511 0.7177
N 9.1572 0.0330 -0.0442
C 8.6968 -0.7838 -0.9830
C 7.3414 -1.0149 -1.2039
C 6.4899 -0.3368 -0.3588
N 6.9309 0.4712 0.5922
C 5.0054 -0.3417 -0.3774
C 4.3691 0.0755 0.7977
C 3.0334 0.3463 0.7568
N 2.2649 0.1884 -0.3432
C 2.8584 -0.3211 -1.4330
C 4.2123 -0.5809 -1.4954
H 9.4435 -1.2845 -1.5912
H 6.9998 -1.6917 -1.9772
H 4.9613 0.2852 1.6790
H 2.5513 0.7316 1.6463
H 2.2302 -0.4706 -2.3026
H 4.6478 -0.9194 -2.4267
```

Properties
Total energy in Ha: -3070.81653
HOMO-LUMO gap in eV: 5.05
Energy relative to the best compared isomer or geometry (same formula, charge and spin) in kJ/mol: 263.9
Total charge: +1